[1]
DFT (the ωB97M-V functional and the def2-TZVPD basis) results for a cluster of 2 separate species, C3H8O2S in total.

Each line ends with the Löwdin charge.
Element x y z (Å)
1 C -1.123 -0.697 1.380  -0.1830
2 C -0.232 0.460 1.708  -0.6208
3 S -1.065 2.090 1.879  0.6540
4 H -1.745 -0.923 2.249  0.0713
5 H -0.506 -1.572 1.167  0.0709
6 H -1.798 -0.585 0.539  0.0631
7 H 0.252 0.364 2.672  0.0547
8 H 0.547 0.687 0.984  0.0484
9 H -1.554 2.161 0.633  -0.1594
10 O 2.525 0.553 -2.645  0.0969
11 C 1.883 -0.445 -2.561  -0.3781
12 O 0.544 -0.439 -2.331  0.0333
13 H 2.329 -1.441 -2.616  0.1331
14 H -0.056 -0.214 -3.055  0.1155

## Properties
2S+1 = 1
frontier orbital gap = 0.34531 Eh
HOMO level = -8.888 eV
net charge = 0
relative energy (zero: lowest compared OMol25 entry of this formula, charge and spin) = 91.15 kJ/mol
SMILES = O=CO.CCS



[2]
DFT (the ωB97M-V functional and the def2-TZVPD basis) results for an isolated molecule of C24H38N2O4.

Each line ends with the Löwdin charge.
Element x y z (Å)
1 C -4.048 -3.505 2.594  -0.0562
2 O -4.035 -2.069 2.474  -0.1206
3 C -3.402 -1.640 1.314  -0.1370
4 C -2.767 -2.368 0.336  0.0099
5 C -2.071 -1.688 -0.729  -0.1117
6 C -1.744 -0.507 -0.913  -0.2175
7 C -2.161 0.264 0.105  -0.0183
8 C -3.105 -0.093 1.084  -0.1703
9 O -3.497 0.862 1.929  -0.1314
10 C -3.778 0.496 3.407  0.0200
11 H -2.996 -0.212 3.644  0.0688
12 H -4.727 -0.033 3.277  0.0716
13 H -3.863 1.621 3.962  0.1639
14 H -2.308 1.287 -0.067  0.1291
15 C -1.176 0.122 -2.202  -0.0579
16 N -0.097 -1.048 -2.748  -0.0619
17 C 1.003 -1.218 -1.772  -0.1979
18 H 0.737 -1.608 -0.874  0.1058
19 C 1.650 -0.051 -1.818  -0.3547
20 C 1.020 0.975 -1.179  -0.3495
21 C -0.347 1.391 -2.004  0.0286
22 H 0.071 1.560 -3.025  0.1333
23 H -0.961 1.945 -1.513  0.0478
24 H 1.619 1.887 -1.123  0.1560
25 O 0.463 0.764 -0.004  0.0072
26 C 0.280 1.598 1.099  -0.3115
27 O 0.405 2.905 0.936  0.0325
28 C -0.081 0.968 2.343  -0.2304
29 N 0.197 -0.450 2.517  0.1469
30 H -0.620 -0.832 1.977  0.1006
31 H 0.871 -0.773 2.092  -0.0404
32 H -1.020 1.496 2.633  0.1654
33 C 0.952 1.640 3.477  -0.2545
34 C 0.591 1.411 4.954  -0.0549
35 H 0.558 0.276 5.012  0.0963
36 H -0.564 1.551 4.986  0.1049
37 H 1.100 1.847 5.588  -0.0296
38 C 2.572 1.051 3.311  0.0001
39 H 2.739 1.445 2.187  0.1062
40 H 2.641 0.092 3.312  -0.0368
41 H 3.154 1.725 4.069  0.1078
42 H 1.100 2.576 3.269  0.0373
43 H 2.729 -0.221 -1.133  0.2206
44 C 2.496 0.430 -3.092  -0.1521
45 H 1.567 0.451 -4.011  0.1819
46 C 3.100 1.669 -3.087  -0.4978
47 C 3.702 1.874 -4.520  -0.0671
48 H 2.850 1.898 -5.162  0.0498
49 H 4.246 1.085 -5.021  0.0754
50 H 4.310 2.766 -4.868  0.1008
51 C 4.301 1.656 -2.294  -0.0961
52 H 3.965 1.633 -1.260  0.0790
53 H 4.787 0.782 -2.392  0.0526
54 H 5.015 2.503 -2.266  0.1116
55 H 2.546 2.421 -2.822  0.0938
56 H 3.079 -0.691 -3.453  0.2161
57 H 1.500 -1.969 -2.390  0.1460
58 C -0.893 -2.208 -3.126  -0.1802
59 C -1.597 -2.967 -1.887  -0.0390
60 H -2.294 -3.813 -1.954  0.0899
61 H -0.831 -3.418 -1.320  0.0530
62 H -0.301 -2.939 -3.573  0.0745
63 H -1.866 -1.850 -3.738  0.1580
64 H -1.708 0.201 -2.980  0.0640
65 H -2.814 -3.433 0.453  0.0956
66 H -4.611 -3.877 1.812  0.0657
67 H -4.527 -3.542 3.563  0.0982
68 H -3.109 -4.099 2.602  0.1091

## Properties
2S+1 = 1
frontier orbital gap = 0.31590 Eh
HOMO level = -7.984 eV
net charge = 0
relative energy (zero: lowest compared OMol25 entry of this formula, charge and spin) = 1668.20 kJ/mol
SMILES = COc1cc2c(cc1OC)[C@H]1C[C@@H](OC(=O)[C@@H](N)C(C)C)[C@H](CC(C)C)CN1CC2



[3]
DFT (the ωB97M-V functional and the def2-TZVPD basis) results for an isolated molecule of C2H7ClO2Si.

Each line ends with the Löwdin charge.
Element x y z (Å)
1 C -1.888 0.589 0.638  -0.1646
2 C 0.082 0.257 -0.481  -0.3572
3 O 1.685 -1.724 0.675  -0.1768
4 O -0.679 -0.086 0.671  -0.2505
5 Si 1.750 -0.592 -0.494  0.1724
6 Cl 3.036 0.936 0.128  0.2685
7 H -2.705 -0.130 0.839  0.0868
8 H -2.110 1.081 -0.332  0.0806
9 H -2.032 1.403 1.471  0.1202
10 H -0.564 0.111 -1.408  0.0927
11 H 0.119 1.432 -0.563  0.1140
12 H 0.924 -2.278 0.586  0.0437
13 H 2.382 -0.999 -1.729  -0.0300

## Properties
2S+1 = 1
frontier orbital gap = 0.38980 Eh
HOMO level = -10.008 eV
net charge = 0
relative energy (zero: lowest compared OMol25 entry of this formula, charge and spin) = 172.60 kJ/mol
SMILES = COC[Si@H](O)Cl



[4]
DFT (the ωB97M-V functional and the def2-TZVPD basis) results for a structure of composition C8H17B3ClO6.

Each line ends with the Löwdin charge.
Element x y z (Å)
1 C 2.285 0.920 -0.670  -0.0578
2 C 1.216 -0.030 -1.237  -0.3550
3 C 1.111 -1.347 -0.398  -0.0383
4 C -0.168 0.625 -1.289  -0.3401
5 C -0.284 1.689 -2.397  -0.0335
6 C -0.520 1.238 0.046  -0.1213
7 O -1.865 1.761 0.051  0.1725
8 B -2.835 0.846 0.038  -0.7457
9 O -2.744 -0.405 0.630  0.3041
10 B -3.170 -1.360 -0.261  -0.3349
11 O -4.350 -1.160 -0.968  0.2107
12 B -4.390 0.130 -1.450  -1.0561
13 Cl -4.889 0.362 -3.133  0.7470
14 O -4.019 1.155 -0.655  0.2924
15 H 3.240 0.791 -1.166  0.0779
16 H 2.415 0.712 0.384  0.0562
17 H 2.006 1.964 -0.788  0.0608
18 H 1.519 -0.315 -2.241  0.1180
19 H 1.210 -2.188 -1.079  0.0695
20 H 0.134 -1.397 0.069  0.0591
21 H 1.879 -1.368 0.379  0.0448
22 H -0.858 -0.184 -1.553  0.1354
23 H -1.316 1.832 -2.692  0.0739
24 H 0.113 2.629 -2.027  0.0797
25 H 0.290 1.363 -3.257  0.0778
26 H -0.334 0.548 0.863  0.1348
27 H 0.142 2.075 0.218  0.1260
28 H -2.527 -2.327 -0.502  0.1272
29 C 1.835 -1.173 3.934  -0.0523
30 C 3.133 -1.286 3.102  -0.7767
31 O 3.069 -0.862 1.917  -0.1174
32 O 4.108 -1.787 3.690  -0.0888
33 H 1.024 -0.727 3.354  0.0422
34 H 1.524 -2.165 4.267  0.0542
35 H 2.016 -0.558 4.818  0.0535

## Properties
2S+1 = 1
frontier orbital gap = 0.24019 Eh
HOMO level = -4.335 eV
net charge = -1



[5]
DFT (the ωB97M-V functional and the def2-TZVPD basis) results for an isolated molecule of C5H8O2.

Each line ends with the Löwdin charge.
Element x y z (Å)
1 C 1.497 0.642 -0.425  -0.0057
2 C 0.333 0.153 0.403  -0.5341
3 O 0.772 -0.278 1.680  0.0064
4 C -1.123 0.733 0.476  -0.0146
5 C -1.617 -0.528 -0.261  -0.1621
6 O -0.964 -0.434 -1.517  -0.0178
7 C -0.190 -0.994 -0.458  -0.1933
8 H 1.188 1.369 -1.181  0.0912
9 H 2.360 0.955 0.162  0.0831
10 H 1.807 -0.328 -0.982  0.0944
11 H 0.552 -1.214 1.767  0.1002
12 H -1.463 0.851 1.509  0.1169
13 H -1.293 1.649 -0.103  0.1204
14 H -2.598 -1.007 -0.211  0.1413
15 H 0.738 -1.570 -0.858  0.1739

## Properties
2S+1 = 1
frontier orbital gap = 0.38471 Eh
HOMO level = -9.512 eV
net charge = 0
relative energy (zero: lowest compared OMol25 entry of this formula, charge and spin) = 368.99 kJ/mol
SMILES = C[C@@]1(O)C[C@H]2O[C@H]21



[6]
DFT (the ωB97M-V functional and the def2-TZVPD basis) results for a structure of composition C23H44NOP3Y.

Each line ends with the Löwdin charge.
Element x y z (Å)
1 Y -0.550 0.131 -0.125  1.1505
2 P -1.957 -2.347 0.882  0.7191
3 P 1.199 -1.178 2.216  0.8011
4 P 1.478 -2.041 -0.883  0.7718
5 H -1.243 5.310 -4.709  0.0712
6 C -1.257 4.395 -5.306  -0.0365
7 C -2.151 3.417 -5.114  -0.0735
8 H -2.917 3.460 -4.328  0.0724
9 C -3.606 -2.148 1.668  -0.2720
10 C -1.361 -3.781 1.870  -0.2604
11 C -2.428 -3.215 -0.677  -0.2674
12 C 2.814 -0.297 2.273  -0.2357
13 C 0.557 -0.779 3.889  -0.2278
14 C 1.759 -2.893 2.598  -0.2450
15 C 0.914 -1.804 -2.618  -0.2557
16 C 1.488 -3.876 -0.808  -0.2345
17 C 3.281 -1.739 -1.082  -0.2422
18 H -0.509 4.302 -6.103  0.0719
19 H -2.135 2.540 -5.773  0.0630
20 H -4.152 -1.323 1.189  0.0501
21 H -3.500 -1.922 2.738  0.0566
22 H -4.192 -3.073 1.551  0.0672
23 H -1.107 -3.478 2.895  0.0376
24 H -0.479 -4.252 1.418  0.0270
25 H -2.163 -4.531 1.925  0.0782
26 H -2.542 -2.495 -1.501  0.0341
27 H -3.394 -3.710 -0.505  0.0641
28 H -1.686 -3.967 -0.981  0.0436
29 H 3.479 -0.787 2.999  0.0736
30 H 2.656 0.745 2.576  0.0452
31 H 3.292 -0.292 1.286  0.0243
32 H 1.366 -0.810 4.634  0.0860
33 H -0.217 -1.502 4.178  0.0533
34 H 0.100 0.214 3.907  0.0195
35 H 2.771 -2.893 3.023  0.0724
36 H 1.778 -3.490 1.682  -0.0044
37 H 1.087 -3.400 3.304  0.0545
38 H 1.524 -2.409 -3.304  0.0809
39 H 0.986 -0.751 -2.921  0.0223
40 H -0.138 -2.116 -2.697  0.0470
41 H 1.737 -4.301 -1.789  0.0814
42 H 0.498 -4.239 -0.509  0.0190
43 H 2.236 -4.229 -0.087  0.0558
44 H 3.646 -2.163 -2.029  0.0767
45 H 3.861 -2.162 -0.249  0.0631
46 H 3.414 -0.653 -1.092  0.0354
47 C -0.212 1.977 -2.760  -0.3492
48 C 0.779 2.958 -3.014  0.0347
49 C 1.566 2.821 -4.150  -0.0168
50 C 1.321 1.760 -5.046  0.0012
51 C 0.161 0.976 -4.941  -0.0476
52 C -0.695 1.230 -3.872  -0.0330
53 O -0.654 1.723 -1.536  -0.2438
54 H 1.361 0.718 -0.456  -0.0119
55 H 0.903 3.783 -2.306  0.1460
56 H 2.351 3.560 -4.348  0.1398
57 H 1.998 1.594 -5.880  0.1349
58 H -0.077 0.214 -5.706  0.1437
59 H -1.737 0.915 -3.806  0.1354
60 C -1.006 4.360 4.917  -0.0078
61 C -0.867 3.359 3.819  -0.2273
62 C 0.279 3.352 3.025  0.0199
63 C 0.400 2.422 2.003  -0.1202
64 N -0.588 1.511 1.751  -0.1428
65 C -1.700 1.489 2.548  -0.1187
66 C -1.862 2.407 3.583  0.0189
67 H -0.200 4.227 5.653  0.1126
68 H -0.923 5.375 4.503  0.1129
69 H -1.975 4.243 5.414  0.0968
70 H 1.072 4.076 3.217  0.1431
71 H 1.276 2.392 1.347  0.1022
72 H -2.452 0.719 2.327  0.1060
73 H -2.757 2.375 4.201  0.1366

## Properties
2S+1 = 1
frontier orbital gap (spin up / spin down) = 0.15693 / 0.20798 Eh
HOMO level (spin up / spin down) = -16.562 / -16.497 eV
net charge = +3
relative energy (zero: lowest compared OMol25 entry of this formula, charge and spin) = 95.90 kJ/mol



| no. | energy (eV) |
| --- | --- |
| 1 | -18170.300 |
| 2 | -36658.170 |
| 3 | -26683.874 |
| 4 | -35419.298 |
| 5 | -9406.008 |
| 6 | -56984.796 |